## a
The following is a DFT calculation (ωB97M-V/def2-TZVPD) of a cluster of 9 separate species, C6H29NO9 in total.

Properties
LUMO level in eV: 0.11
HOMO level in eV: -9.21
Frontier orbital gap in eV: 9.32

Structure (ORCA input):
```
! RIJCOSX wB97M-V def2-TZVPD def2/J DEFGRID3
* xyz 0 1
C 1.76 2.49 0.63
C -1.01 -2.03 -0.12
H 3.12 -1.14 0.54
O -3.24 -2.70 -1.70
H -1.13 1.53 1.89
H 0.94 2.31 -0.07
H 2.59 3.04 0.21
O 1.43 -0.28 -3.18
H -0.25 -1.75 1.83
O -1.29 -0.89 -0.41
H -1.26 -2.85 -0.81
H -0.89 0.76 -1.84
H 1.90 -3.29 0.85
C -0.08 -2.43 0.98
C 2.32 1.22 1.32
H 2.47 1.37 2.38
H -3.63 -1.82 -1.57
O -4.09 0.32 0.51
H 1.45 -2.40 -0.52
H 3.59 0.60 -3.09
H -3.65 0.85 -0.17
H 0.94 -1.11 -3.13
H 1.29 3.21 1.32
C 1.40 -2.37 0.57
O -0.87 1.19 -2.71
H -1.13 2.11 -2.58
H -3.62 0.56 1.32
H -3.59 -2.85 -2.59
H -2.25 4.06 -0.73
H 3.22 1.06 0.73
H -0.31 -3.40 1.43
H -1.78 2.61 -0.08
H 2.39 -1.42 2.16
O -2.12 3.12 -0.85
H -1.29 -0.47 3.91
H -1.42 0.47 0.70
H 3.96 0.61 -1.62
O 3.98 1.16 -2.42
H 0.79 0.43 -2.96
O -1.74 -0.78 3.12
H -2.08 -1.64 3.40
C 2.19 -1.17 1.11
O -1.50 1.39 1.03
N 1.44 0.06 1.06
H 1.06 0.25 0.14
*
```

***

## b
The following is a DFT calculation (ωB97M-V/def2-TZVPD) of a cluster of 9 separate species, C6H29NO9 in total.

Properties
LUMO level in eV: 0.11
HOMO level in eV: -9.94
Frontier orbital gap in eV: 10.05

Structure (ORCA input):
```
! RIJCOSX wB97M-V def2-TZVPD def2/J DEFGRID3
* xyz 0 1
H -2.75 0.94 -2.61
H -3.80 1.66 -0.64
H 2.40 -1.05 -2.82
H -2.11 0.94 1.56
H 5.55 0.03 -0.02
C -1.40 2.60 0.48
H -4.28 -0.43 2.33
H -0.48 2.32 2.57
H 0.70 -2.63 -1.17
H -4.05 -0.91 -0.49
C -0.83 3.04 1.79
H 3.03 -1.03 2.04
H 0.04 3.66 1.50
O 0.98 -3.56 -1.01
H 4.06 -1.63 2.76
H -1.33 2.48 -2.66
C -2.34 0.51 -1.62
H -1.52 3.83 2.14
H 2.53 1.23 -0.98
H 1.97 -1.26 -1.36
H 1.87 -3.04 1.91
O 1.79 -0.76 -2.16
O 5.05 0.14 0.76
H -2.20 -0.52 -1.82
H 4.28 0.55 0.49
H -0.05 3.09 -3.10
H 1.05 -3.70 0.05
N -2.12 1.50 0.69
H 4.13 -3.16 -0.49
O -1.39 3.28 -0.54
H -1.23 0.80 -1.68
H -5.26 0.85 1.32
H -5.51 -0.88 1.23
O 3.31 1.71 -0.70
O 3.42 -2.79 -0.96
C -4.75 -0.11 1.31
C -3.67 -0.33 0.31
O 3.23 -1.85 2.34
H 3.29 2.66 -0.83
H 1.17 -4.21 2.51
O 1.12 -3.49 1.83
H 2.76 -3.56 -1.17
H -2.70 -0.72 0.78
O -0.88 2.86 -3.42
C -3.06 0.93 -0.44
*
```

***

## c
The following is a DFT calculation (ωB97M-V/def2-TZVPD) of a cluster of 9 separate species, C6H29NO9 in total.

Properties
LUMO level in eV: 0.02
HOMO level in eV: -9.73
Frontier orbital gap in eV: 9.75

Structure (ORCA input):
```
! RIJCOSX wB97M-V def2-TZVPD def2/J DEFGRID3
* xyz 0 1
C 0.12 -1.96 1.93
H -0.02 2.06 0.07
O -0.89 2.48 3.93
O 2.51 3.72 1.56
H -2.72 1.98 -1.41
H 1.92 0.90 3.15
H 3.41 0.36 -2.32
H -1.16 2.90 3.08
C 1.25 -0.49 -1.55
H -2.12 -2.13 0.42
O 3.72 1.21 -2.73
H 0.69 -3.64 0.58
O -0.96 0.23 -2.30
H -3.34 1.02 -0.41
H 0.78 1.55 3.57
O -2.66 -2.87 0.12
O -3.01 -1.65 -2.89
H -3.67 -0.97 -2.71
H 3.01 -2.69 0.12
H 1.66 0.44 -1.10
H 0.07 -1.02 -3.31
H 0.68 0.57 -3.54
H 3.00 1.53 -3.28
O -0.55 2.33 0.83
C 2.05 -2.09 0.14
H -1.49 -0.22 -3.00
H -1.71 1.97 4.03
N -0.49 -0.85 1.15
H 2.64 -1.28 0.60
H 0.91 -2.58 -1.74
H 2.30 4.16 0.73
C 1.11 -2.83 1.15
H 0.70 -1.50 2.78
C 0.46 -0.16 -2.75
H -0.96 1.51 1.09
H -0.73 -2.59 2.27
H 0.20 -0.54 0.48
O -3.56 1.56 -1.18
H -2.79 -1.84 -1.96
C 1.34 -1.76 -1.12
H -3.54 -2.78 0.52
H 1.78 -3.32 1.86
H -0.88 -0.24 1.84
O 1.07 1.15 2.74
H 2.01 2.90 1.50
*
```

***

Name the least stable of them. c.

***

## a
The following is a DFT calculation (ωB97M-V/def2-TZVPD) of a structure of composition C8H11NO.

Properties
LUMO level in eV: 0.86
HOMO level in eV: -8.27
Frontier orbital gap in eV: 9.14

Structure (ORCA input):
```
! RIJCOSX wB97M-V def2-TZVPD def2/J DEFGRID3
* xyz 0 1
C -0.96 -1.54 -0.30
H -0.88 2.63 -0.33
N -0.24 2.11 -0.11
H 3.52 0.33 -0.81
H -2.69 2.30 0.34
C -3.07 -0.30 0.16
H -2.99 -2.46 -0.15
H 1.80 -0.88 1.18
H 4.08 0.17 0.83
H -0.58 -2.44 -0.23
C -0.31 -0.22 -0.32
H 3.76 -1.57 -0.54
O 0.95 -0.23 -0.60
C -2.43 -1.51 0.03
H 1.63 0.66 1.00
C -2.41 0.95 0.20
H -4.10 -0.42 0.21
C 3.35 -0.30 0.09
H 0.71 2.18 -0.97
C 1.96 -0.38 0.48
C -1.09 0.92 -0.17
*
```

***

## b
The following is a DFT calculation (ωB97M-V/def2-TZVPD) of a cluster of 2 separate species, C8H11NO in total.

Properties
LUMO level in eV: 0.86
HOMO level in eV: -9.12
Frontier orbital gap in eV: 9.98

Structure (ORCA input):
```
! RIJCOSX wB97M-V def2-TZVPD def2/J DEFGRID3
* xyz 0 1
C 1.11 2.07 -0.68
C 1.06 0.76 -0.33
H 1.64 2.77 -0.13
H 0.42 3.64 -1.72
C -0.51 -1.72 1.85
H -0.41 0.35 0.80
H -2.33 -2.96 2.10
C 0.63 -0.25 -1.20
C 0.37 2.64 -1.76
H -0.84 1.89 -3.46
H -0.92 -2.96 3.50
H 1.68 0.50 0.67
H 0.89 -1.30 -1.09
H -1.73 -0.28 2.04
N -0.88 -0.38 1.50
O 0.68 -2.01 1.54
H -2.15 -1.56 3.17
H -0.89 -0.44 -2.87
C -0.25 1.70 -2.57
C -1.44 -2.33 2.76
C -0.08 0.31 -2.37
*
```

***

Name the least stable of them. a.

***

## a
The following is a DFT calculation (ωB97M-V/def2-TZVPD) of the molecule C5H8FNS.

Properties
LUMO level in eV: -0.03
HOMO level in eV: -8.14
Frontier orbital gap in eV: 8.11

Structure (ORCA input):
```
! RIJCOSX wB97M-V def2-TZVPD def2/J DEFGRID3
* xyz 0 1
N -1.33 -1.15 0.06
H -1.01 -2.06 0.18
H 2.34 -0.07 -0.68
C 1.24 1.78 -0.03
H 1.53 2.00 0.91
H 2.43 -0.58 1.00
F 1.50 -1.91 -0.36
C 0.56 0.42 0.23
S -3.80 0.20 -0.15
H -3.11 -2.19 0.36
C 1.79 -0.57 0.13
H -1.37 1.09 -0.36
H 0.52 2.62 -0.42
C -0.73 0.16 -0.23
H 2.08 1.42 -0.85
C -2.64 -1.15 0.21
*
```

***

## b
The following is a DFT calculation (ωB97M-V/def2-TZVPD) of the molecule C5H8FNS.

Properties
LUMO level in eV: 0.76
HOMO level in eV: -8.74
Frontier orbital gap in eV: 9.50

Structure (ORCA input):
```
! RIJCOSX wB97M-V def2-TZVPD def2/J DEFGRID3
* xyz 0 1
H -1.71 -1.90 0.84
C -0.34 -0.29 1.07
H -1.51 2.19 0.19
H 0.00 0.51 -1.71
F -0.83 -1.51 -1.03
N -1.48 1.33 -0.36
H 1.89 -1.40 -0.13
H -2.53 0.29 1.28
H 0.96 1.44 1.07
C -0.08 1.16 -0.82
H 0.28 2.14 -1.15
S 2.28 -0.12 0.04
H -0.17 -0.62 2.08
C -1.22 -1.15 0.24
C -1.67 0.25 0.58
C 0.68 0.62 0.39
*
```

***

Name the least stable of them. a.

***

## a
The following is a DFT calculation (ωB97M-V/def2-TZVPD) of a cluster of 2 separate species, C3H9O2 in total.

Properties
LUMO level in eV: 3.89
HOMO level in eV: -2.45
Frontier orbital gap in eV: 6.35

Structure (ORCA input):
```
! RIJCOSX wB97M-V def2-TZVPD def2/J DEFGRID3
* xyz -1 1
O -1.13 -0.96 -2.39
C 0.73 0.08 -1.11
H 1.34 0.20 -0.01
H 1.43 0.05 -1.85
H 0.22 1.00 -1.17
H -0.68 0.42 1.43
H 0.00 -1.98 -0.88
H -1.11 -0.63 -0.35
H -0.44 1.53 2.82
H -1.68 -0.22 -2.34
C -0.39 -0.89 -1.06
O 1.34 1.02 1.71
H 0.23 -0.27 2.97
C 0.14 0.64 2.24
*
```

***

## b
The following is a DFT calculation (ωB97M-V/def2-TZVPD) of a cluster of 2 separate species, C3H9O2 in total.

Properties
LUMO level in eV: 3.40
HOMO level in eV: -2.28
Frontier orbital gap in eV: 5.67

Structure (ORCA input):
```
! RIJCOSX wB97M-V def2-TZVPD def2/J DEFGRID3
* xyz -1 1
H 0.15 0.22 -1.23
O -3.93 -1.05 -1.07
O 2.29 -1.18 0.83
H 1.83 0.52 -0.89
H -3.88 -0.14 -1.49
H 0.17 -1.11 0.86
H -0.50 1.70 0.66
H 0.52 2.80 -0.50
H -3.01 -1.37 -1.20
H 1.11 0.28 1.84
C 1.18 -0.42 0.82
H 1.23 2.04 0.97
C 0.90 0.62 -0.42
C 0.51 1.95 0.09
*
```

***

Name the least stable of them. a.

***

## a
The following is a DFT calculation (ωB97M-V/def2-TZVPD) of the molecule Cl2H2NPS.

Properties
LUMO level in eV: -1.55
HOMO level in eV: -10.25
Frontier orbital gap in eV: 8.70

Structure (ORCA input):
```
! RIJCOSX wB97M-V def2-TZVPD def2/J DEFGRID3
* xyz 0 1
Cl 0.95 -2.31 0.18
H 0.51 0.21 -2.20
N -0.70 0.44 1.60
Cl 1.74 1.05 0.33
S -0.76 0.09 -1.74
P -0.04 0.09 0.27
H -1.72 0.43 1.56
*
```

***

## b
The following is a DFT calculation (ωB97M-V/def2-TZVPD) of a cluster of 2 separate species, Cl2H2NPS in total.

Properties
LUMO level in eV: -0.35
HOMO level in eV: -10.04
Frontier orbital gap in eV: 9.69

Structure (ORCA input):
```
! RIJCOSX wB97M-V def2-TZVPD def2/J DEFGRID3
* xyz 0 1
S -0.10 -1.11 1.21
H -2.37 -0.72 -1.29
Cl -0.75 2.11 0.67
N -2.11 0.20 -0.95
P -1.07 0.23 0.19
H 2.59 0.57 1.21
Cl 2.98 0.55 0.00
*
```

***

Name the least stable of them. a.

***

## a
The following is a DFT calculation (ωB97M-V/def2-TZVPD) of a cluster of 2 separate species, C4H14N3O in total.

Properties
LUMO level in eV: -2.76
HOMO level in eV: -13.18
Frontier orbital gap in eV: 10.42

Structure (ORCA input):
```
! RIJCOSX wB97M-V def2-TZVPD def2/J DEFGRID3
* xyz 1 1
C -2.35 -0.65 -0.04
H -4.18 0.33 -0.19
H 1.79 -1.98 1.09
C 0.22 -1.14 -0.30
C -0.99 -0.33 -0.16
C 1.42 -1.02 0.77
H -1.64 1.64 -0.22
H 2.11 0.96 -0.81
O 1.53 1.80 -0.90
N 2.69 -0.46 0.19
H 1.90 2.26 -1.67
H -3.44 0.55 1.28
H 1.00 -0.34 1.54
H 0.75 -1.13 -1.28
H -0.12 -2.19 -0.30
N -3.24 0.40 0.26
H -2.69 -1.67 -0.17
N -0.77 1.18 -0.02
H -0.48 1.35 0.89
H 3.35 -1.19 -0.22
H 3.19 0.02 0.91
H -0.05 1.60 -0.63
*
```

***

## b
The following is a DFT calculation (ωB97M-V/def2-TZVPD) of a cluster of 2 separate species, C4H14N3O in total.

Properties
LUMO level in eV: -3.16
HOMO level in eV: -13.21
Frontier orbital gap in eV: 10.05

Structure (ORCA input):
```
! RIJCOSX wB97M-V def2-TZVPD def2/J DEFGRID3
* xyz 1 1
H 0.55 -0.73 -1.51
H 0.68 1.65 -0.13
N -1.57 -0.41 -1.20
H -1.59 0.29 -0.43
H -1.76 0.00 -2.10
O 2.76 0.33 -0.72
H 3.00 1.09 -1.28
C -0.15 1.89 0.52
H -0.44 -2.10 -1.64
N -0.63 0.73 1.17
C 0.32 -0.39 1.34
H 0.70 -2.30 0.42
H 3.46 -0.32 -0.65
H -0.89 -2.17 0.79
N -0.66 3.04 0.53
H -1.45 3.15 1.18
C -0.07 -1.54 0.40
H -2.34 -1.04 -1.00
H 1.32 -0.09 1.05
H -1.22 0.91 1.96
C -0.29 -1.20 -1.04
H 0.27 -0.78 2.35
*
```

***

Name the least stable of them. a.

***

## a
The following is a DFT calculation (ωB97M-V/def2-TZVPD) of the molecule C6H7NO3.

Properties
LUMO level in eV: 0.52
HOMO level in eV: -10.23
Frontier orbital gap in eV: 10.76

Structure (ORCA input):
```
! RIJCOSX wB97M-V def2-TZVPD def2/J DEFGRID3
* xyz 0 1
C -0.45 -0.05 0.10
N -3.91 0.48 -0.28
O -2.81 2.47 -0.17
H 2.02 -2.40 -0.16
C -2.81 1.11 -0.28
H -1.93 2.81 0.04
H 1.06 -0.74 1.36
C 3.02 0.45 0.37
C 0.89 -0.62 0.28
H 0.97 -1.85 -1.50
H 0.26 -2.65 -0.07
O 1.85 0.31 -0.25
H 3.17 -0.24 1.22
C -1.54 0.45 -0.04
H -4.68 1.16 -0.22
O 3.83 1.26 0.01
C 1.05 -1.97 -0.41
*
```

***

## b
The following is a DFT calculation (ωB97M-V/def2-TZVPD) of the molecule C6H7NO3.

Properties
LUMO level (alpha / beta) in eV: -0.88 / -0.28
HOMO level (alpha / beta) in eV: -8.56 / -7.79
Frontier orbital gap (alpha / beta) in eV: 7.68 / 7.51

Structure (ORCA input):
```
! RIJCOSX wB97M-V def2-TZVPD def2/J DEFGRID3
* xyz 0 1
C -1.62 -1.94 -0.18
H -2.59 -1.70 0.26
H -1.12 -2.68 0.45
C 1.02 0.71 0.46
H 0.55 -1.19 1.27
C -1.23 0.22 -1.30
H 2.12 0.50 2.27
C 0.28 -0.45 0.53
C -0.80 -0.70 -0.30
O 0.75 1.63 -0.45
H -1.82 -2.36 -1.16
N -0.33 1.40 -1.35
O -2.14 0.19 -2.08
C 2.16 1.07 1.35
O -0.47 2.29 -2.18
H 2.13 2.13 1.57
H 3.11 0.87 0.85
*
```

***

Name the least stable of them. b.

***

## a
The following is a DFT calculation (ωB97M-V/def2-TZVPD) of a cluster of 2 separate species, C3H8NS in total.

Properties
LUMO level in eV: 4.18
HOMO level in eV: -2.26
Frontier orbital gap in eV: 6.44

Structure (ORCA input):
```
! RIJCOSX wB97M-V def2-TZVPD def2/J DEFGRID3
* xyz -1 1
H -2.92 -0.59 0.10
H 1.43 1.19 1.39
H 2.73 0.42 0.40
S 1.40 -1.18 1.58
H 2.99 0.71 2.11
C -2.06 0.02 -0.19
H -2.34 1.05 0.04
H 0.02 -0.29 -2.74
N -1.64 0.05 -1.58
C -0.56 -0.54 -1.85
C 2.23 0.45 1.37
H -0.09 -1.12 -1.05
H -1.19 -0.19 0.44
*
```

***

## b
The following is a DFT calculation (ωB97M-V/def2-TZVPD) of the ion C3H8NS with charge -1.

Properties
LUMO level in eV: 4.22
HOMO level in eV: -2.40
Frontier orbital gap in eV: 6.62

Structure (ORCA input):
```
! RIJCOSX wB97M-V def2-TZVPD def2/J DEFGRID3
* xyz -1 1
N -0.90 1.22 -0.75
C 0.19 -1.11 -0.82
C 0.29 0.28 -0.29
H 1.09 0.83 -0.88
H 1.20 -1.61 -0.64
H -0.11 -1.11 -1.90
H -1.26 1.55 0.15
H 0.38 1.43 1.49
C 0.48 0.34 1.26
S -0.80 -0.66 2.13
H -0.51 -1.79 -0.29
H 1.59 -0.05 1.69
H -1.65 0.68 -1.14
*
```

***

## c
The following is a DFT calculation (ωB97M-V/def2-TZVPD) of the ion C3H8NS with charge -1.

Properties
LUMO level in eV: 4.33
HOMO level in eV: -2.21
Frontier orbital gap in eV: 6.54

Structure (ORCA input):
```
! RIJCOSX wB97M-V def2-TZVPD def2/J DEFGRID3
* xyz -1 1
H -1.38 0.60 -1.30
H -1.46 -1.03 -1.53
C -1.29 -0.37 -0.76
C 0.87 0.02 0.80
H 0.81 -0.60 -1.36
N 0.96 1.50 0.58
S -2.32 -0.86 0.58
H 0.34 2.06 1.15
H 1.89 -0.31 1.13
H 0.25 -1.83 -0.12
H 0.88 1.73 -0.47
C 0.24 -0.79 -0.38
H 0.21 -0.11 1.67
*
```

***

Name the least stable of them. a.